No. 1
# C64H80N15S2

12 unconnected molecules or ions with the total composition C64H80N15S2 in a non-equilibrium geometry (wB97M-V/def2-TZVPD, the OMol25 dataset).

```
161
Properties=species:S:1:pos:R:3:mulliken_charge:R:1
S 2.49242 4.18287 2.20830 -0.134
C 1.09713 3.56278 1.68501 0.085
S 0.75423 3.09755 0.01677 0.172
C 2.40318 2.89431 -0.67465 -0.944
C 2.87984 1.43360 -0.85575 -0.613
C 1.81454 0.35917 -0.71283 -0.368
N 2.28346 -0.92186 -1.27683 0.246
C 2.10993 -2.07428 -0.73708 -0.350
N 1.40648 -2.18795 0.44200 -0.710
C 0.13823 -2.90933 0.15416 -1.077
C 0.30634 -4.14928 -0.73281 -0.121
C 1.44352 -4.08551 -1.76659 -0.839
N 2.58856 -3.18273 -1.41869 -0.247
N 0.03449 3.25252 2.57435 0.437
C 0.13053 1.88860 3.03916 -0.935
C 0.04310 0.81478 2.14356 0.088
C 0.20282 -0.49835 2.60836 -1.191
C 0.47688 -0.73701 3.96482 -0.628
C 0.55005 0.33286 4.87161 -0.721
C 0.35960 1.65326 4.41008 -0.531
C -1.24777 3.68438 2.11704 -0.314
C -2.32427 2.81991 1.93202 -0.061
C -3.53057 3.32455 1.44686 -1.023
C -3.67397 4.69472 1.13393 -0.578
C -2.59938 5.56915 1.35360 -0.511
C -1.38084 5.06975 1.85408 0.026
H 3.06457 3.37392 0.03080 0.417
H 2.44897 3.46638 -1.58836 0.500
H 3.35597 1.33884 -1.82356 0.357
H 3.61954 1.24725 -0.09153 0.309
H 1.63726 0.13521 0.32450 -0.180
H 0.88912 0.61648 -1.20693 0.543
H 2.80385 -0.92118 -2.14520 0.430
H 1.95511 -2.73051 1.11120 0.489
H -0.56243 -2.21084 -0.28116 0.729
H -0.27139 -3.18777 1.11295 0.639
H -0.61449 -4.24674 -1.29172 0.670
H 0.38126 -5.04246 -0.13114 -0.456
H 1.07576 -3.80322 -2.74109 0.441
H 1.88723 -5.06148 -1.88327 0.440
H 3.19461 -3.69058 -0.78370 0.126
H -0.16370 0.99741 1.10685 1.508
H 0.12952 -1.31500 1.91722 0.393
H 0.63386 -1.74315 4.30553 0.521
H 0.76797 0.15603 5.90905 0.459
H 0.42747 2.48395 5.08935 0.707
H -2.24350 1.77414 2.16548 0.557
H -4.36255 2.66296 1.28767 0.496
H -4.60007 5.06031 0.73174 0.599
H -2.69021 6.61640 1.13208 0.314
H -0.54374 5.72005 2.03499 0.471
N -7.93476 5.56099 -0.13902 0.035
C -8.51194 6.28238 -1.14453 -0.602
C -8.97662 5.39448 -2.07772 -0.576
C -8.65829 4.08517 -1.61967 -0.449
C -8.01593 4.22301 -0.41888 -0.627
H -7.52086 5.95531 0.68458 0.209
H -8.55359 7.35680 -1.10873 0.398
H -9.50727 5.65501 -2.97889 0.798
H -8.88522 3.15429 -2.11079 0.429
H -7.62316 3.48695 0.26080 0.422
N 5.81061 -5.44814 -1.09033 0.217
C 5.60563 -4.75100 -2.25839 -0.375
C 6.64565 -5.04320 -3.09619 -0.622
C 7.50800 -5.94592 -2.41586 -0.482
C 6.96704 -6.17633 -1.18191 -0.706
H 5.21819 -5.44023 -0.28337 0.144
H 4.75242 -4.11496 -2.40735 0.498
H 6.77081 -4.65163 -4.09155 0.550
H 8.42125 -6.37828 -2.78828 0.410
H 7.30285 -6.79397 -0.36762 0.439
N -7.48448 5.78070 -5.25126 0.093
C -7.90216 6.66856 -6.20311 -0.380
C -7.07072 6.54807 -7.28486 -0.624
C -6.11331 5.54460 -6.97109 -0.460
C -6.39839 5.09151 -5.71009 -0.228
H -7.90911 5.65224 -4.34953 0.262
H -8.75069 7.30834 -6.03332 0.352
H -7.14025 7.11397 -8.19802 0.389
H -5.31125 5.19677 -7.59985 0.385
H -5.92397 4.34029 -5.10255 0.179
N 2.80596 -3.15150 2.75817 0.363
C 3.48185 -3.31460 1.58260 -0.722
C 2.86983 -4.32361 0.88208 -1.108
C 1.75179 -4.75256 1.65284 -1.024
C 1.75027 -4.02063 2.81191 -0.917
H 3.04948 -2.49555 3.47958 0.361
H 4.35385 -2.71991 1.36188 0.653
H 3.19524 -4.71543 -0.06734 0.877
H 1.05041 -5.52988 1.40083 1.173
H 1.09736 -4.05562 3.66679 0.588
N 6.73882 -2.35852 2.93485 0.055
C 8.03386 -2.36911 2.49553 -0.578
C 8.42886 -1.06735 2.34403 -0.745
C 7.32223 -0.24146 2.68680 -0.321
C 6.29285 -1.06827 3.05048 -0.333
H 6.19553 -3.17821 3.13154 0.234
H 8.55979 -3.29279 2.32959 0.406
H 9.40007 -0.74008 2.01523 0.421
H 7.28785 0.83501 2.67027 0.535
H 5.29294 -0.84520 3.37899 0.342
N -1.29518 -7.53442 1.91675 0.046
C -1.55154 -6.51750 2.80007 -0.387
C -2.86061 -6.61498 3.18186 -0.276
C -3.41849 -7.73311 2.50176 -0.560
C -2.42718 -8.28025 1.73136 -0.624
H -0.41307 -7.71589 1.47674 0.216
H -0.78981 -5.81264 3.08459 0.293
H -3.36409 -5.95719 3.87014 0.379
H -4.43007 -8.09723 2.57453 0.507
H -2.43183 -9.13327 1.07574 0.423
N -5.72839 -5.16801 1.39977 0.110
C -6.33651 -4.93905 2.60164 -0.218
C -7.23761 -3.92234 2.43200 -0.626
C -7.17126 -3.52327 1.06859 -0.378
C -6.23174 -4.31231 0.45895 -0.592
H -5.01767 -5.85951 1.23750 0.172
H -6.07993 -5.51704 3.47255 0.355
H -7.87596 -3.51315 3.19616 0.401
H -7.75108 -2.75175 0.59140 0.406
H -5.88597 -4.33894 -0.55990 0.379
N 3.44131 2.60703 4.89610 0.304
C 3.84872 3.41268 5.92361 -0.595
C 5.17579 3.16499 6.15003 -0.804
C 5.58801 2.17053 5.22149 -0.336
C 4.49508 1.84748 4.46304 -0.284
H 2.51448 2.58064 4.51294 0.046
H 3.16585 4.09282 6.40199 0.408
H 5.78583 3.64365 6.89650 0.409
H 6.57121 1.74237 5.12344 0.476
H 4.37492 1.15040 3.65259 0.347
N -1.01504 9.37669 1.12987 0.096
C -0.02429 10.30664 0.96419 -0.387
C -0.59336 11.43049 0.43044 -0.534
C -1.98173 11.16867 0.26800 -0.510
C -2.21109 9.89427 0.70932 -0.311
H -0.88212 8.45705 1.50382 0.189
H 0.99335 10.09193 1.23976 0.370
H -0.07469 12.34092 0.18410 0.386
H -2.72446 11.84089 -0.12583 0.389
H -3.11869 9.31813 0.76082 0.325
N 6.44962 -6.71163 -6.12945 0.051
C 5.15354 -6.89588 -5.73354 -0.297
C 4.38541 -7.00443 -6.86210 -0.547
C 5.25369 -6.87923 -7.98197 -0.367
C 6.52036 -6.70155 -7.49593 -0.562
H 7.22988 -6.60249 -5.50987 0.212
H 4.89408 -6.93596 -4.69006 0.360
H 3.32013 -7.16031 -6.88581 0.400
H 4.97925 -6.91964 -9.02200 0.398
H 7.45998 -6.57208 -8.00385 0.372
N -2.13833 2.32501 -2.40183 0.140
C -3.35731 2.06788 -1.81714 -0.439
C -4.31581 2.14211 -2.79030 -0.585
C -3.65051 2.45619 -4.00602 -0.533
C -2.31202 2.56408 -3.74095 -0.588
H -1.27652 2.33487 -1.88239 0.268
H -3.40926 1.86222 -0.76438 0.357
H -5.37411 2.00199 -2.65035 0.487
H -4.10997 2.59745 -4.96970 0.465
H -1.48107 2.79965 -4.38232 0.420
```

Calculated values
LUMO ... -3.406 eV
Net charge ... +1
Total energy ... -4104.0028 a.u.



No. 2
# C4H12NO2

2 unconnected molecules or ions with the total composition C4H12NO2 in a non-equilibrium geometry (wB97M-V/def2-TZVPD, the OMol25 dataset).

```
19
Properties=species:S:1:pos:R:3:mulliken_charge:R:1
C 0.21871 -1.77533 -0.48104 -0.954
N 0.18641 -0.94070 0.72917 -0.459
C -2.13017 0.08239 0.52227 -1.482
C -0.60824 0.31291 0.67671 0.393
C -0.18771 1.39003 -0.43945 -0.585
O 0.98568 1.99200 -0.07585 -0.858
H -0.67567 -2.35977 -0.57013 0.281
H 0.36401 -1.18244 -1.36789 0.300
H 1.09675 -2.42432 -0.43803 0.365
H 1.18110 -0.61385 0.95888 0.406
H -2.58723 0.96694 0.88974 0.451
H -2.33055 -0.87202 1.02943 0.396
H -2.26655 0.07368 -0.59209 0.229
H -0.45958 0.84259 1.69760 0.168
H -0.94573 2.23978 -0.30191 0.283
H 0.03429 0.80808 -1.32397 0.207
H 2.24793 1.17969 -0.01515 0.407
H 2.81803 -0.12813 -0.81001 0.239
O 3.05853 0.40848 -0.08830 -0.788
```

Calculated values
LUMO ... 4.023 eV
ΔE to the lowest compared entry with this formula, charge and spin ... 125.6 kJ/mol
Net charge ... -1
Total energy ... -364.8077 a.u.



Q: What is the total energy in the first record?
A: -4104.0028 a.u.



Q: The lowest LUMO belongs to which entry?
A: C64H80N15S2



Repeat the second record exactly.
# C4H12NO2

2 unconnected molecules or ions with the total composition C4H12NO2 in a non-equilibrium geometry (wB97M-V/def2-TZVPD, the OMol25 dataset).

```
19
Properties=species:S:1:pos:R:3:mulliken_charge:R:1
C 0.21871 -1.77533 -0.48104 -0.954
N 0.18641 -0.94070 0.72917 -0.459
C -2.13017 0.08239 0.52227 -1.482
C -0.60824 0.31291 0.67671 0.393
C -0.18771 1.39003 -0.43945 -0.585
O 0.98568 1.99200 -0.07585 -0.858
H -0.67567 -2.35977 -0.57013 0.281
H 0.36401 -1.18244 -1.36789 0.300
H 1.09675 -2.42432 -0.43803 0.365
H 1.18110 -0.61385 0.95888 0.406
H -2.58723 0.96694 0.88974 0.451
H -2.33055 -0.87202 1.02943 0.396
H -2.26655 0.07368 -0.59209 0.229
H -0.45958 0.84259 1.69760 0.168
H -0.94573 2.23978 -0.30191 0.283
H 0.03429 0.80808 -1.32397 0.207
H 2.24793 1.17969 -0.01515 0.407
H 2.81803 -0.12813 -0.81001 0.239
O 3.05853 0.40848 -0.08830 -0.788
```

Calculated values
LUMO ... 4.023 eV
ΔE to the lowest compared entry with this formula, charge and spin ... 125.6 kJ/mol
Net charge ... -1
Total energy ... -364.8077 a.u.



Q: Look up the total energy of the second one.
A: -364.8077 a.u.